Model A:
8
Properties=species:S:1:pos:R:3:mulliken_charge:R:1 method="wB97M-V/def2-TZVPD" smiles="O=CCO" homo_lumo_gap_ha=0.3969 total_charge=0 homo_energy_ev=-10.3
O -1.3530 0.2856 -0.2944 -0.507
C -0.3313 -0.6255 0.0487 -0.261
C 0.8856 0.2977 -0.0675 0.151
O 0.7666 1.4134 0.3963 -0.500
H -0.9697 1.0813 0.1363 0.328
H -0.4843 -0.9984 1.0790 0.187
H -0.2746 -1.5082 -0.6039 0.272
H 1.7607 0.0542 -0.6946 0.331

Model B:
8
Properties=species:S:1:pos:R:3:mulliken_charge:R:1 method="wB97M-V/def2-TZVPD" smiles="O=CCO" homo_lumo_gap_ha=0.4032 total_charge=0 homo_energy_ev=-10.0
C 0.9629 -0.3702 -0.0493 0.230
C -0.7588 -0.1405 0.0254 -0.408
O 1.6923 0.5451 -0.0741 -0.442
O -0.8094 1.2008 -0.1013 -0.500
H 1.1591 -1.5593 0.0586 0.241
H -1.1121 -0.5013 0.9834 0.254
H -1.2307 -0.6616 -0.7953 0.276
H 0.0968 1.4869 -0.0476 0.349

Least stable structure: model B

Model A:
24
Properties=species:S:1:pos:R:3:mulliken_charge:R:1 method="wB97M-V/def2-TZVPD" homo_lumo_gap_ha="0.2248 / 0.2248" total_charge=-1 homo_energy_ev="-2.4 / -2.4"
C -0.2882 2.3467 0.8141 -0.263
C -0.6895 2.7452 1.8889 -0.335
C 0.2968 2.3532 -0.4924 -0.570
C 0.0262 -1.3950 -2.4927 -1.119
C 1.3292 -0.7042 1.6474 -0.609
C 0.5299 -1.3258 -1.1031 -0.039
C 0.2192 -1.5934 1.2052 -0.603
N -0.2468 -1.4017 -0.1203 -0.039
O -1.8050 0.5814 -1.2908 -0.804
O -2.8292 -0.6928 0.6921 -0.746
P -1.6183 -0.0154 0.0653 0.403
H 0.1304 3.1995 -1.0795 0.391
H 1.3113 1.9704 -0.5771 0.268
H -0.4873 1.6550 -1.0408 0.212
H -0.5874 -2.3590 -2.4465 0.231
H -0.7673 -0.6553 -2.5144 0.319
H 0.6257 -1.2705 -3.3194 0.420
H 1.1731 0.3864 1.1807 0.000
H 1.3005 -0.5570 2.8183 0.282
H 2.4024 -1.0206 1.4087 0.282
H 1.5779 -1.1538 -1.0330 0.370
H -1.4721 3.0157 2.6083 0.333
H 0.4085 -2.7354 1.2162 0.301
H -0.5403 -1.3736 1.9646 0.316

Model B:
24
Properties=species:S:1:pos:R:3:mulliken_charge:R:1 method="wB97M-V/def2-TZVPD" homo_lumo_gap_ha=0.2801 total_charge=-1 homo_energy_ev=-4.1
C -2.7718 -1.8941 0.0619 0.241
C -1.7033 -1.3310 0.2216 -0.633
C -4.1757 -2.3285 -0.0152 -1.067
C 2.5535 1.4851 -1.7511 -1.183
C -0.3430 1.1357 1.6345 -0.840
C 1.1575 1.2128 -1.1118 -0.387
C 1.1458 0.7412 1.4345 -0.636
N 1.4061 0.3330 0.0128 0.469
O 1.4161 -1.6368 -1.6839 -0.662
O 1.8481 -2.0415 0.9105 -0.669
P 1.3374 -1.2814 -0.2322 0.644
H -4.3283 -3.2855 -0.4434 0.253
H -4.2603 -2.3843 1.1304 0.193
H -4.8118 -1.5983 -0.4127 0.258
H 2.5646 2.1614 -2.5547 0.429
H 3.4045 1.7743 -1.1576 0.321
H 2.8259 0.4314 -2.1710 0.222
H -0.5465 1.5724 2.5931 0.361
H -0.4653 1.8918 0.8849 0.299
H -0.9220 0.2686 1.6358 0.152
H 0.7585 2.1463 -0.6172 0.289
H 0.5263 0.9533 -1.9727 0.264
H 1.7697 1.7296 1.5983 0.222
H 1.6139 -0.0553 2.0053 0.462

Model C:
24
Properties=species:S:1:pos:R:3:mulliken_charge:R:1 method="wB97M-V/def2-TZVPD" homo_lumo_gap_ha=0.3028 total_charge=-1 homo_energy_ev=-4.8
C -0.4335 0.1244 1.1739 -0.660
C -0.3466 -1.3011 0.6585 -1.088
C -1.2004 0.2947 -1.1392 -0.932
C 1.0700 0.7357 -0.6653 -0.754
C -0.3238 0.9932 -0.0781 0.017
C -0.5346 -1.1385 -0.8476 0.034
C 0.8524 -0.6900 -1.3231 -1.067
N 1.4493 1.5830 4.1398 -0.760
O -0.1857 3.1904 2.8537 -0.652
O 1.9983 2.5121 1.6485 -0.634
P 1.1528 2.5330 2.8677 0.856
H -1.3859 0.2691 1.5699 0.426
H 0.2187 0.5228 1.9008 0.248
H 0.4907 -1.9699 0.8746 0.375
H -1.0481 -1.9896 1.1583 0.324
H -2.3402 0.3326 -1.0232 0.295
H -1.0565 0.5423 -2.1860 0.378
H 1.4465 1.6230 -1.2631 0.343
H 1.9185 0.7711 -0.0701 0.430
H -0.5589 2.0938 0.0748 0.386
H -0.9204 -1.9675 -1.4441 0.431
H 1.5300 -1.4631 -1.1274 0.504
H 1.0178 -0.6554 -2.4332 0.253
H 0.5200 1.6041 4.5073 0.247

Least stable structure: model A

Model A:
8
Properties=species:S:1:pos:R:3:mulliken_charge:R:1 method="wB97M-V/def2-TZVPD" homo_lumo_gap_ha="0.2921 / 0.2895" total_charge=0 homo_energy_ev="-7.4 / -7.4"
C 0.7626 0.5414 1.0149 -0.184
C -1.0557 -0.4611 -0.7505 -0.148
N -0.4667 0.2487 0.3287 -0.191
Cl 0.5308 0.9521 2.5703 -0.177
Cl -2.5306 0.1741 -1.1262 -0.196
H 1.6284 0.1161 0.6630 0.387
H -0.4922 -0.7352 -1.5789 0.312
H -1.3489 0.7251 0.7685 0.196

Model B:
8
Properties=species:S:1:pos:R:3:mulliken_charge:R:1 method="wB97M-V/def2-TZVPD" homo_lumo_gap_ha=0.3653 total_charge=0 homo_energy_ev=-10.0
C -1.0799 -0.5320 -0.5371 -0.295
C -0.0373 0.2226 0.4165 -0.178
N -1.2223 0.6297 0.2191 0.072
Cl 4.1413 -0.3079 0.0698 -0.274
Cl -2.4250 1.7965 0.6604 -0.022
H -1.0706 -0.3437 -1.5889 0.216
H -1.5562 -1.5129 -0.2844 0.210
H 3.2500 0.0478 1.0446 0.270

Model C:
8
Properties=species:S:1:pos:R:3:mulliken_charge:R:1 method="wB97M-V/def2-TZVPD" homo_lumo_gap_ha=0.4236 total_charge=0 homo_energy_ev=-10.9
C -2.1366 -0.6371 -0.2405 -0.108
C 1.4086 -0.0537 -0.4402 -0.298
N -2.3454 0.1548 0.5456 -0.191
Cl 0.3182 1.1042 0.3043 -0.159
Cl 1.3592 -1.5751 0.4474 -0.138
H 1.1418 -0.3922 -1.3906 0.281
H 2.3490 0.5245 -0.4362 0.297
H -2.0947 0.8746 1.2102 0.317

Least stable structure: model B

Model A:
10
Properties=species:S:1:pos:R:3:mulliken_charge:R:1 method="wB97M-V/def2-TZVPD" homo_lumo_gap_ha=0.3187 total_charge=0 homo_energy_ev=-8.5
C -0.8472 1.9504 0.0040 -0.204
C -0.9839 0.4470 0.0111 0.693
C -2.3111 0.6245 0.0084 -0.099
C -0.0554 -0.7017 0.0060 -0.993
N -2.0822 2.2618 -0.0060 -0.552
Br -3.8624 -0.3491 -0.0008 -0.101
H -0.0006 2.6178 0.0029 0.397
H 0.3388 -0.8581 -0.9997 0.248
H -0.5752 -1.6036 0.3263 0.315
H 0.7878 -0.5092 0.6683 0.296

Model B:
10
Properties=species:S:1:pos:R:3:mulliken_charge:R:1 method="wB97M-V/def2-TZVPD" homo_lumo_gap_ha="0.2374 / 0.2374" total_charge=0 homo_energy_ev="-7.7 / -7.7"
C -0.4944 -0.3942 -3.1541 0.452
C -0.3247 -1.5188 -2.7193 -0.564
C 0.1598 0.4862 -0.7276 -0.038
C -0.0165 0.8676 0.7140 -0.920
N -0.6843 0.7992 -3.4522 -0.564
Br -0.3174 1.7897 -1.8808 0.319
H -0.5675 -2.4363 -2.2899 0.352
H 0.3640 1.8166 1.1656 0.325
H -1.0358 0.9244 0.6553 0.349
H 0.1867 -0.0234 1.3246 0.289

Model C:
10
Properties=species:S:1:pos:R:3:mulliken_charge:R:1 method="wB97M-V/def2-TZVPD" smiles=N#CC1(Br)CC1 homo_lumo_gap_ha=0.4126 total_charge=0 homo_energy_ev=-10.7
C -0.2300 -1.1012 -2.6418 0.062
C 0.5427 0.3678 -0.4103 -0.526
C -0.4091 -0.6540 0.1599 -0.489
C 0.4997 -1.0134 -0.9509 0.389
N -0.6720 -1.2141 -3.6827 -0.349
Br 1.9330 -2.2560 -0.8131 -0.078
H 0.1372 1.1625 -1.0204 0.251
H 1.4062 0.6639 0.1698 0.243
H -0.1784 -1.0772 1.1270 0.247
H -1.4663 -0.5515 -0.0342 0.249

Model D:
10
Properties=species:S:1:pos:R:3:mulliken_charge:R:1 method="wB97M-V/def2-TZVPD" smiles="C/C(Br)=C/C#N" homo_lumo_gap_ha=0.3684 total_charge=0 homo_energy_ev=-9.9
C 0.6226 -0.8735 -2.0684 -0.064
C 0.1275 -0.7810 -0.6344 -0.168
C -0.0867 0.4458 -0.0317 0.485
C -0.4929 0.4999 1.4004 -1.031
N 1.0481 -1.0378 -3.1169 -0.356
Br 0.2842 2.1106 -0.7977 -0.077
H 0.1843 -1.7071 -0.1718 0.325
H -1.5037 0.8243 1.6448 0.299
H -0.4091 -0.5781 1.7968 0.258
H 0.2257 1.0968 1.9789 0.330

Least stable structure: model B

Model A:
12
Properties=species:S:1:pos:R:3:mulliken_charge:R:1 method="wB97M-V/def2-TZVPD" smiles="C=Cn1oncc1=O" homo_lumo_gap_ha=0.3455 total_charge=0 homo_energy_ev=-9.4
C -0.4836 2.4425 -1.0910 -0.763
C -0.8415 1.4901 -0.1948 -0.053
C 0.7810 -1.6562 0.4220 -0.230
C -0.3780 -0.8263 0.7676 0.584
H 0.4351 2.4316 -1.6934 0.276
H -1.0754 3.3184 -1.0987 0.277
H -1.7304 1.5111 0.4158 0.359
H 1.0883 -2.5491 0.9011 0.428
N -0.1531 0.2407 -0.0531 0.248
N 1.4966 -1.1303 -0.4911 -0.347
O 0.9603 0.0555 -0.8707 -0.140
O -1.2839 -0.9538 1.6035 -0.640

Model B:
12
Properties=species:S:1:pos:R:3:mulliken_charge:R:1 method="wB97M-V/def2-TZVPD" smiles="C#CC(=O)/C(N)=N/O" homo_lumo_gap_ha=0.2859 total_charge=0 homo_energy_ev=-8.8
C 0.4453 0.2789 -0.0267 0.589
C -0.9875 0.7582 0.0515 0.520
C -1.9458 -0.3293 -0.1853 -0.454
C -2.6031 -1.3909 -0.0341 0.001
H 2.0566 1.3036 -0.2174 0.233
H 0.5824 2.2146 -0.6105 0.236
H 2.4431 -1.7746 -0.0279 0.343
H -3.0004 -2.5589 0.2953 0.310
N 1.0770 1.3771 -0.3461 -0.325
N 0.8469 -0.9655 0.2250 -0.487
O 2.2354 -0.9054 0.3062 -0.403
O -1.1500 1.9921 0.5701 -0.561

Least stable structure: model B

Model A:
14
Properties=species:S:1:pos:R:3:mulliken_charge:R:1 method="wB97M-V/def2-TZVPD" smiles="CSSC.C=O" homo_lumo_gap_ha=0.3163 total_charge=0 homo_energy_ev=-8.2
O -0.2639 2.9494 -0.8866 -0.403
C -0.7819 2.7180 0.2034 0.057
H -0.3560 1.9663 0.9006 0.113
H -1.5165 3.4019 0.6958 0.246
C 2.3038 -0.5674 0.5740 -0.818
S 0.5276 -0.6885 1.0199 -0.119
S -0.1533 -0.7339 -1.0141 -0.035
C -1.7238 -1.6939 -0.7298 -0.834
H 2.6464 -1.2705 -0.1903 0.312
H 2.6138 0.4282 0.2221 0.293
H 2.8640 -0.8518 1.4870 0.297
H -2.4172 -1.2327 -0.0137 0.285
H -2.1665 -1.6501 -1.7110 0.302
H -1.5767 -2.7751 -0.5572 0.303

Model B:
14
Properties=species:S:1:pos:R:3:mulliken_charge:R:1 method="wB97M-V/def2-TZVPD" smiles=CC(S)(S)CO homo_lumo_gap_ha=0.3459 total_charge=0 homo_energy_ev=-8.8
C -1.1513 1.2064 -0.1191 -1.514
C -0.0491 -1.0139 -0.8119 -0.858
C 0.0021 0.2739 0.2138 0.714
O 1.0907 -1.7851 -0.4135 -0.497
S -0.3451 -0.4167 1.8257 -0.215
S 1.5615 0.9267 0.1035 -0.240
H -1.4597 1.6827 0.7599 0.473
H -0.7812 1.9480 -0.7774 0.363
H -1.9732 0.5039 -0.4420 0.335
H -0.9023 -1.6881 -0.6964 0.358
H 0.1100 -0.5370 -1.7715 0.408
H 1.7940 -1.3437 -0.8821 0.322
H 0.6449 -1.2655 1.6350 0.172
H 1.4588 1.5085 1.3760 0.178

Least stable structure: model A